ORCA calculation (ωB97M-V/def2-TZVPD) on a cluster of 2 separate species, C5H12N3O in total at a distorted geometry.

Cartesian coordinates (Å):
C -1.0438 1.3453 -0.9836
C 0.0998 0.6553 -0.6349
C -0.5709 2.1301 1.0301
C -0.5993 -1.7290 0.7432
C 1.3533 -1.8091 -0.8420
N -1.2511 2.4071 -0.2332
N 0.4392 1.1058 0.5775
N 0.0160 -1.4534 -0.5190
O 2.1774 -0.9502 0.0086
H -1.5292 1.1481 -1.9417
H -0.1739 2.9341 1.5249
H -1.2783 1.6554 1.7144
H 0.0504 -1.4058 1.5844
H -1.4367 -1.1243 0.8394
H -0.9989 -2.7845 0.8571
H 1.5126 -1.5139 -1.9622
H 1.6373 -2.7584 -0.6088
H -1.7528 3.3067 -0.5184
H 1.2490 0.7950 1.0826
H -0.6489 -1.5052 -1.1780
H 2.7488 -0.4490 -0.5404

Forces on the atoms, in the same order (eV/Å):
-0.9 -0.4 -3.4
1.1 -1.0 1.1
-0.2 -2.8 -0.5
1.1 -1.8 1.7
1.0 4.5 -1.7
-0.8 1.7 0.1
-1.2 1.2 0.7
0.9 1.6 2.1
-0.9 -1.5 0.1
-0.3 0.3 0.5
1.3 2.1 0.8
-0.2 0.0 0.1
-0.2 -0.7 -0.6
-1.7 1.2 0.0
1.0 1.0 -0.1
-0.2 -0.9 2.0
0.4 -2.9 0.4
1.0 -1.9 0.8
0.3 0.2 0.0
-2.4 -0.6 -3.5
0.9 0.7 -0.8

Its net charge is +1. Its HOMO energy (alpha / beta) is -12.1 / -11.8 eV. For the frontier orbital gap (alpha / beta), the calculation gives 7.57 / 7.24 eV. The value obtained for the total energy is -436.820018 hartree. As for the energy above the lowest of the compared OMol25 structures with the same formula, charge and spin: 548.11 kJ/mol. For the lowest unoccupied orbital energy (alpha / beta), the calculation gives -4.57 / -4.55 eV.

Löwdin atomic charge list, values in e, 4 entries: -0.11, -0.05, -0.08, -0.06

ORCA calculation (ωB97M-V/def2-TZVPD) on the ion C5H12N3O2 with charge -1 at a distorted geometry.

Cartesian coordinates (Å):
C -2.1092 -0.6745 0.9694
C -1.0118 1.3455 -1.1420
C 1.0239 -0.3488 -1.4705
C -0.9833 -0.9607 -0.0273
C -0.0850 0.1556 -0.5765
N 1.1674 -0.0767 1.5501
N 0.5305 0.8665 0.8815
N 2.4665 -0.1354 1.5923
O 3.1499 0.8048 1.0494
O 3.0061 -1.0832 2.1696
H -2.6755 0.3061 0.8268
H -2.8692 -1.4802 1.0318
H -1.6675 -0.5970 2.0560
H -1.4698 1.8319 -0.3299
H -0.2868 2.0029 -1.4942
H -1.5086 0.9180 -1.9627
H 1.2626 -1.2374 -1.0632
H 0.5089 -0.5062 -2.5286
H 1.8487 0.4722 -1.5197
H -0.3167 -1.6286 0.3167
H -1.2949 -1.4162 -0.9795
H 1.3138 1.4415 0.6504

Forces on the atoms, in the same order (eV/Å):
0.1 1.1 2.1
3.3 -2.7 1.0
-1.9 4.5 -2.8
-1.4 1.9 -2.5
-1.5 3.4 3.6
0.2 -4.7 3.1
-1.0 0.4 -3.4
-1.0 1.8 -1.4
0.1 0.0 0.0
0.4 -0.5 0.5
0.8 -1.3 -0.1
0.5 0.3 -0.3
-0.6 -0.1 -2.1
-1.3 0.2 0.7
1.1 1.6 -1.0
-1.5 -0.1 -0.9
1.8 -3.0 1.0
1.3 0.2 1.8
-1.2 -1.9 0.0
2.1 -2.6 1.9
-0.8 -0.2 0.1
0.5 1.6 -1.3

Its net charge is -1. Its HOMO energy is -3.0 eV. For the frontier orbital gap, the calculation gives 6.56 eV. The value obtained for the total energy is -512.300191 hartree. The SMILES is CCC(C)(C)NN=[N+]([O-])[O-]. As for the energy above the lowest of the compared OMol25 structures with the same formula, charge and spin: 132.40 kJ/mol. For the lowest unoccupied orbital energy, the calculation gives 3.54 eV.

Löwdin atomic charge list, values in e, 4 entries: -0.11, -0.04, -0.05, -0.26

ORCA calculation (ωB97M-V/def2-TZVPD) on a cluster of 2 separate species, C5H12N3O2 in total at a distorted geometry.

Cartesian coordinates (Å):
C 1.4604 -0.4509 0.8530
C 1.0879 0.5786 0.2037
C 0.6698 -1.3768 1.7247
C 2.9155 -0.9242 0.9421
C 0.7914 1.8155 -0.2220
N -1.5996 2.8727 -0.5125
N -2.8198 0.6112 -1.5807
N -1.4253 1.7417 0.0710
O 0.6629 2.2974 -1.4977
O -1.9101 0.6276 -0.3419
H 0.8627 -2.4648 1.6544
H -0.3757 -1.2002 1.5834
H 0.8504 -1.1033 2.8053
H 2.9158 -1.5308 1.8362
H 3.5641 -0.0304 1.0842
H 3.3134 -1.5006 0.1542
H -1.1383 3.6664 -0.0361
H 0.7282 2.7450 0.3727
H -2.1691 3.0417 -1.3137
H -2.4285 1.0172 -2.4003
H -3.2291 -0.3223 -1.6030
H 0.9827 1.6195 -2.0912

Forces on the atoms, in the same order (eV/Å):
1.8 -3.1 1.1
-0.9 3.6 -1.5
-1.2 0.2 1.1
0.1 2.3 1.3
1.5 -0.1 0.8
-0.2 -1.2 1.2
-0.5 0.9 2.7
-1.0 0.9 0.8
0.0 -0.7 -0.6
-1.1 0.5 -2.5
0.2 0.7 -0.4
-0.9 -0.1 -0.1
0.1 -0.2 -1.1
0.6 -0.1 0.2
-0.2 -0.7 -0.1
0.0 -0.6 -1.2
-0.5 -0.8 -0.4
0.5 -1.1 0.6
-0.4 -0.1 -0.8
1.1 -0.3 -0.6
0.7 0.2 0.0
0.2 -0.2 -0.6

Its net charge is +1. Its HOMO energy (alpha / beta) is -12.3 / -12.3 eV. For the frontier orbital gap (alpha / beta), the calculation gives 7.28 / 7.27 eV. The value obtained for the total energy is -511.929027 hartree. As for the energy above the lowest of the compared OMol25 structures with the same formula, charge and spin: 753.48 kJ/mol. For the lowest unoccupied orbital energy (alpha / beta), the calculation gives -4.99 / -4.99 eV.

Löwdin atomic charge list, values in e, 4 entries: -0.30, 0.06, -0.05, -0.02

ORCA calculation (ωB97M-V/def2-TZVPD) on a structure of composition C5H12N4 at a distorted geometry.

Cartesian coordinates (Å):
C 1.7663 1.1418 -1.9729
C 0.0454 1.0163 -0.3080
C -0.3506 -0.2352 -0.3547
C 0.5110 -1.4394 -0.3496
C -1.5279 -0.6503 0.5859
H 1.1620 0.8305 -2.8353
H 2.6573 1.7581 -2.5407
H 2.3223 0.2787 -1.5175
H 0.6178 2.7340 -1.0952
H -0.3406 1.7892 0.3289
H -0.0958 -2.2930 -1.2847
H 0.8073 -2.0447 1.1196
H 1.5700 -1.0413 -0.4007
H -2.0522 -2.1387 -0.4011
H -2.7812 0.0089 1.8826
H 0.2147 0.5687 2.2494
H -0.7620 -0.7636 2.8262
N 1.0797 1.7544 -0.7768
N -2.1434 -1.7621 0.5047
N -1.7781 0.2288 1.6315
N -0.9222 0.2590 2.7082

Forces on the atoms, in the same order (eV/Å):
3.3 0.4 -0.2
-0.1 2.4 1.2
-1.6 -2.7 3.4
1.1 -2.2 -0.5
1.3 0.4 -1.4
-0.5 -0.1 0.7
-2.3 -0.8 2.0
-0.6 0.6 -1.0
1.8 -2.8 1.2
-2.3 -0.5 0.5
2.9 2.1 3.3
-1.5 1.4 -4.0
-1.0 -1.5 -1.1
0.5 -1.0 -1.2
1.6 0.6 0.5
-4.4 -0.9 1.7
0.5 0.7 0.9
0.8 2.6 -4.9
-1.1 1.6 1.1
-3.8 0.4 -1.7
5.3 -0.6 -0.7

Its net charge is 0. Its HOMO energy is -8.6 eV. For the frontier orbital gap, the calculation gives 8.78 eV. The value obtained for the total energy is -416.436336 hartree. As for the energy above the lowest of the compared OMol25 structures with the same formula, charge and spin: 811.57 kJ/mol. For the lowest unoccupied orbital energy, the calculation gives 0.21 eV.

Löwdin atomic charge list, values in e, 4 entries: -0.12, -0.23, -0.30, -0.11

ORCA calculation (ωB97M-V/def2-TZVPD) on the ion C5H12N5O2 with charge +1 at a distorted geometry.

Cartesian coordinates (Å):
C 1.3873 0.9338 0.8132
C -0.8714 -0.2070 0.6124
C 1.7344 0.2493 -0.7523
C 1.6646 -1.1241 -0.5274
C -2.0237 0.2791 0.1089
N 0.1746 0.6889 1.2190
N 1.0565 0.7956 -1.8277
N 2.4808 -1.7981 0.2674
N -2.0463 1.6131 -0.4065
N -3.2358 -0.4631 -0.0130
O 2.2610 1.6137 1.2687
O -0.7498 -1.5069 0.9576
H 2.8515 0.5864 -0.7404
H 0.9769 -1.9101 -0.9659
H -0.0086 1.1615 2.0962
H 0.9215 1.8544 -1.9333
H 0.1934 0.3811 -1.9024
H 3.2377 -1.2874 0.7020
H -1.3275 -1.7287 1.7770
H -2.9544 2.1334 -0.1924
H -1.2804 2.1692 -0.2176
H -3.1709 -1.4396 0.0691
H 2.4548 -2.8586 0.3773
H -3.7263 -0.1360 -0.7900

Forces on the atoms, in the same order (eV/Å):
2.0 -0.3 -2.9
1.3 1.5 1.1
3.1 3.2 2.2
0.0 -5.2 0.3
-0.5 1.2 -0.7
-3.1 -0.7 0.2
0.5 2.8 -1.3
-0.1 -0.4 -0.5
-4.4 -1.7 0.5
2.8 2.4 1.1
-0.3 -0.2 0.6
-1.4 -1.9 2.2
-1.8 -0.7 -0.1
0.1 1.8 0.1
-0.5 -0.1 0.2
0.8 -2.3 0.7
-2.6 -1.0 -0.6
0.2 -0.2 0.3
1.5 0.5 -1.8
1.8 -1.0 -0.5
1.9 1.1 0.6
0.2 -1.2 0.0
-0.2 2.3 -0.2
-1.2 0.2 -1.4

Its net charge is +1. Its HOMO energy is -12.0 eV. For the frontier orbital gap, the calculation gives 7.63 eV. The value obtained for the total energy is -621.685757 hartree. The SMILES is NC(N)=C(O)NC(=O)[C@H](N)C=[NH2+]. As for the energy above the lowest of the compared OMol25 structures with the same formula, charge and spin: 154.99 kJ/mol. For the lowest unoccupied orbital energy, the calculation gives -4.39 eV.

Löwdin atomic charge list, values in e, 4 entries: -0.43, -0.34, -0.31, -0.05

ORCA calculation (ωB97M-V/def2-TZVPD) on the ion C5H12NO with charge -1 at a distorted geometry.

Cartesian coordinates (Å):
C 1.2637 -1.3495 -0.9788
O 0.9884 -2.5765 -0.5730
C -0.0720 -0.3285 -0.7551
C 0.1858 0.5173 0.4924
C -0.5490 0.2571 1.7659
C -0.2045 2.0202 0.0697
N -1.1906 -1.2501 -0.6014
H 2.0920 -0.7805 -0.4284
H 1.7076 -1.3523 -2.0226
H -0.0345 0.2546 -1.6632
H 1.3067 0.6017 0.4200
H -0.7263 1.2071 2.2842
H -1.4092 -0.4335 1.5576
H 0.0381 -0.3776 2.4777
H -1.2755 2.1568 0.2942
H -0.0512 2.1057 -1.0110
H 0.4404 2.7249 0.5980
H -0.7223 -2.1715 -0.5120
H -1.7877 -1.2254 -1.4142

Forces on the atoms, in the same order (eV/Å):
0.3 0.6 0.3
0.1 -0.4 0.3
1.4 -2.8 0.3
0.7 3.2 -2.7
0.8 -2.1 1.2
-0.1 -1.3 0.1
-0.5 0.8 -0.2
-0.3 -0.5 0.0
-0.8 0.4 -0.2
-0.6 0.4 -0.2
-0.8 -0.4 1.4
-0.5 -0.4 0.0
0.2 1.3 0.1
-0.1 0.5 -0.4
0.4 0.3 -0.1
0.0 0.4 0.2
-0.3 0.2 0.1
0.2 -0.1 -0.2
0.0 -0.2 -0.1

Its net charge is -1. Its HOMO energy is -2.6 eV. For the frontier orbital gap, the calculation gives 6.71 eV. The value obtained for the total energy is -327.652300 hartree. The SMILES is CC(C)[C@H](N)C[O-]. As for the energy above the lowest of the compared OMol25 structures with the same formula, charge and spin: 114.86 kJ/mol. For the lowest unoccupied orbital energy, the calculation gives 4.09 eV.

Löwdin atomic charge list, values in e, 4 entries: -0.47, -0.34, -0.35, -0.40

ORCA calculation (ωB97M-V/def2-TZVPD) on the ion C5H12NO with charge -1 at a distorted geometry.

Cartesian coordinates (Å):
C -1.2439 0.2198 1.7357
C -0.2631 0.0508 0.4782
C -1.1061 -0.4340 -0.7868
C -2.2317 0.4986 -1.0561
N 0.9387 -0.8024 0.7931
C 2.2048 -0.1192 -0.0636
O 1.9542 0.3287 -1.2784
H -0.5966 0.5592 2.5247
H -1.7618 -0.7385 2.0586
H -1.9507 1.1254 1.6048
H 0.1343 1.0277 0.0540
H -1.3384 -1.4426 -0.8328
H -0.2128 -0.3254 -1.5015
H -2.2924 1.2579 -0.2166
H -1.9604 1.0616 -1.9132
H -3.2185 0.0424 -1.2054
H 1.3890 -0.6191 1.7527
H 2.8553 -0.9841 -0.0889
H 2.5881 0.7268 0.5943

Forces on the atoms, in the same order (eV/Å):
0.3 0.9 -0.9
-0.8 -0.3 0.7
4.3 1.4 0.2
-0.5 1.2 1.0
0.8 1.5 -0.1
-0.9 0.4 -0.9
-0.5 -0.2 0.5
0.3 -0.1 0.8
0.5 1.2 -0.6
0.7 -1.8 0.2
-0.6 -0.5 1.0
-0.6 -2.1 0.6
-1.6 -0.1 0.2
-0.3 -0.8 -1.1
-0.2 0.7 -1.0
0.2 0.0 0.1
-1.7 -0.1 -1.4
0.8 -0.5 0.6
-0.1 -0.6 0.2

Its net charge is -1. Its HOMO energy is -2.6 eV. For the frontier orbital gap, the calculation gives 6.67 eV. The value obtained for the total energy is -327.635995 hartree. The SMILES is CC[C@@H](C)NC[O-]. As for the energy above the lowest of the compared OMol25 structures with the same formula, charge and spin: 157.67 kJ/mol. For the lowest unoccupied orbital energy, the calculation gives 4.03 eV.

Löwdin atomic charge list, values in e, 4 entries: -0.10, -0.43, -0.25, -0.14

ORCA calculation (ωB97M-V/def2-TZVPD) on a cluster of 2 separate species, C5H12NO in total at a distorted geometry.

Cartesian coordinates (Å):
C -0.1224 -1.0394 -2.4194
O -0.5344 0.2174 -1.9939
C -0.4286 -2.1407 -1.4097
H 0.9651 -1.0685 -2.6278
H -0.5864 -1.2305 -3.3984
H -0.1073 -3.1371 -1.7162
H -1.4818 -2.1156 -1.1241
H 0.1457 -1.8613 -0.5205
C 0.9356 0.5952 2.7550
C 0.2330 0.8791 1.4509
C -1.1238 1.1522 1.5177
N 0.9156 0.7788 0.2827
H 1.8696 1.1671 2.8230
H 1.2076 -0.4624 2.8123
H 0.3121 0.9170 3.5885
H -1.5597 1.6958 0.6876
H -1.6589 1.1280 2.4612
H 1.8362 1.1677 0.5097
H -0.1088 0.4036 -1.1085

Forces on the atoms, in the same order (eV/Å):
0.4 -0.4 -0.6
-0.3 -0.1 0.0
0.2 0.6 0.5
0.0 0.1 0.1
-0.2 0.0 0.2
-0.1 0.0 -0.2
0.0 -0.2 -0.1
-0.1 -0.2 0.1
0.4 0.2 0.1
-1.5 0.0 -0.4
0.9 0.3 0.0
0.1 0.7 0.7
0.0 0.0 -0.1
-0.1 0.0 0.2
0.0 -0.3 0.2
-0.3 -0.4 -0.1
0.0 0.0 0.0
0.2 -0.6 -0.5
0.4 0.4 0.0

Its net charge is -1. Its HOMO energy is -2.2 eV. For the frontier orbital gap, the calculation gives 6.40 eV. The value obtained for the total energy is -327.678994 hartree. As for the energy above the lowest of the compared OMol25 structures with the same formula, charge and spin: 44.77 kJ/mol. For the lowest unoccupied orbital energy, the calculation gives 4.20 eV.

Löwdin atomic charge list, values in e, 4 entries: -0.40, -0.14, -0.11, 0.10

ORCA calculation (ωB97M-V/def2-TZVPD) on the ion C5H12NO with charge -1 at a distorted geometry.

Cartesian coordinates (Å):
C -0.5551 -0.8154 1.3154
N -0.0264 0.5373 0.9750
C 1.1332 0.5293 0.0967
C 1.0876 -0.1634 -1.3033
C 0.6749 0.8921 -2.3766
O 0.3049 0.3321 -3.5650
C -1.8762 -0.7156 2.0613
H 0.2962 -1.3542 1.7480
H -0.7529 -1.3380 0.3790
H -0.8465 1.0060 0.5994
H 1.8617 -0.0894 0.6515
H 1.3692 1.5964 -0.0122
H 0.3760 -0.9782 -1.3462
H 2.1019 -0.4809 -1.5137
H 1.6041 1.5121 -2.4751
H -0.1428 1.5898 -2.0400
H -1.8073 -0.1836 3.0106
H -2.1776 -1.7350 2.2998
H -2.6248 -0.1412 1.4952

Forces on the atoms, in the same order (eV/Å):
0.7 1.3 -1.3
-1.5 -1.0 0.8
0.0 -1.1 -0.2
-0.9 2.2 0.7
-0.1 -1.0 -1.8
0.3 0.2 0.5
0.6 0.0 0.6
-0.5 -0.1 0.7
-0.1 -0.3 -0.1
0.5 0.4 -0.5
0.3 0.9 0.2
0.7 -0.4 -0.1
0.0 -0.4 0.0
0.1 -0.4 -0.3
0.0 0.4 0.2
0.3 -0.2 0.8
0.3 0.0 0.1
-0.6 0.1 -0.2
0.2 -0.6 -0.2

Its net charge is -1. Its HOMO energy is -2.0 eV. For the frontier orbital gap, the calculation gives 5.64 eV. The value obtained for the total energy is -327.654935 hartree. The SMILES is CCNCCC[O-]. As for the energy above the lowest of the compared OMol25 structures with the same formula, charge and spin: 107.94 kJ/mol. For the lowest unoccupied orbital energy, the calculation gives 3.61 eV.

Löwdin atomic charge list, values in e, 4 entries: -0.30, -0.11, -0.27, -0.20

ORCA calculation (ωB97M-V/def2-TZVPD) on the ion C5H12NO with charge -1 at a distorted geometry.

Cartesian coordinates (Å):
C -0.8525 -2.1123 0.0350
O -1.3575 -1.2149 -0.9543
C 0.2385 -1.5145 1.0569
C 0.4908 0.0817 1.0469
C 1.1513 0.5619 -0.2947
C -0.6593 1.9457 -1.1857
N 0.6606 2.0093 -0.6614
H -0.2832 -2.9525 -0.3786
H -1.6140 -2.6795 0.6145
H -0.1584 -1.7853 2.0388
H 1.1866 -1.9392 0.6561
H 1.1017 0.5467 1.9079
H -0.5726 0.4975 1.2159
H 2.3321 0.4992 -0.2399
H 0.8102 -0.0322 -1.1082
H -0.5565 1.1806 -1.9031
H -1.5131 1.5630 -0.6201
H -0.9983 2.9130 -1.5010
H 0.5938 2.4320 0.2749

Forces on the atoms, in the same order (eV/Å):
-0.3 2.1 -1.7
0.9 -1.6 2.0
0.3 1.6 -1.0
-1.2 -0.3 0.2
0.4 1.9 0.9
-1.1 -0.4 0.1
2.0 -1.3 2.8
0.2 -0.4 -0.6
-0.3 0.6 0.3
1.0 -0.3 0.2
-0.3 -0.2 1.3
-0.7 -1.2 -0.9
1.6 -0.2 -0.8
-2.3 0.4 0.0
-0.2 -0.8 -0.5
-0.6 -0.4 -1.8
0.4 -0.3 0.9
0.1 0.6 -0.9
0.3 0.2 -0.5

Its net charge is -1. Its HOMO energy is -2.4 eV. For the frontier orbital gap, the calculation gives 6.67 eV. The value obtained for the total energy is -327.618643 hartree. The SMILES is CNCCCC[O-]. As for the energy above the lowest of the compared OMol25 structures with the same formula, charge and spin: 203.23 kJ/mol. For the lowest unoccupied orbital energy, the calculation gives 4.28 eV.

Löwdin atomic charge list, values in e, 4 entries: -0.47, -0.41, -0.20, -0.22